Here is an isolated molecule of C26H29N5O4 at a distorted geometry from the OMol25 dataset. Energies are from wB97M-V/def2-TZVPD.

## Properties
Highest occupied orbital energy (eV): -8.632
ΔE to the lowest compared entry with this formula, charge and spin (kcal/mol): 3.2
Max |F| (eV Å⁻¹): 1.25
Charge: 0
SMILES: CCOC(=O)c1ccc(NC(=O)C2=C(C)Nc3nc(CCCO)nn3[C@@H]2c2cccc(C)c2)cc1
M (g mol⁻¹): 475.5
Frontier orbital gap (eV): 8.84

Positions of all 64 atoms, in Å:
C 0.13495 0.43175 9.78951
C 1.45143 0.60682 9.05646
O 1.20054 0.52229 7.65447
C 2.25913 0.69880 6.85366
O 3.37253 0.91909 7.27009
C 1.91183 0.59743 5.41910
C 0.61361 0.34451 4.98289
C 0.32762 0.26058 3.63570
C 1.34432 0.42951 2.69645
N 1.12404 0.37650 1.32221
C -0.03661 0.09185 0.64359
O -1.06955 -0.24724 1.17779
C 0.10452 0.17979 -0.83242
C 0.70865 1.19199 -1.48664
C 1.29983 2.41875 -0.86046
N 0.78744 1.18875 -2.86957
C 0.44282 0.06106 -3.55155
N 0.66187 -0.23824 -4.81428
C 0.14280 -1.49386 -4.92683
C 0.15948 -2.27789 -6.18807
C 1.56883 -2.69677 -6.63583
C 2.37181 -1.57504 -7.30763
O 2.89242 -0.62536 -6.41833
N -0.37360 -1.94579 -3.80863
N -0.17726 -0.94973 -2.92639
C -0.64384 -0.92506 -1.56248
C -2.14133 -0.69002 -1.52372
C -2.99382 -1.64429 -0.99119
C -4.35731 -1.41545 -0.97684
C -4.87422 -0.24297 -1.49831
C -4.03383 0.72000 -2.04068
C -4.57921 2.00287 -2.59174
C -2.66624 0.48313 -2.04479
C 2.64741 0.68240 3.13315
C 2.92716 0.76422 4.47831
H -0.30132 -0.53406 9.54919
H -0.56341 1.21102 9.49621
H 0.30309 0.48958 10.86090
H 1.90639 1.57950 9.27658
H 2.17058 -0.17231 9.33457
H -0.17306 0.21413 5.70876
H -0.67611 0.06168 3.29995
H 1.95111 0.52130 0.76046
H 1.01849 3.29066 -1.44972
H 0.94007 2.56236 0.15337
H 2.38939 2.36586 -0.85054
H 1.31495 1.89531 -3.35590
H -0.44539 -3.16821 -6.01285
H -0.30686 -1.68531 -6.97939
H 1.46700 -3.51039 -7.35625
H 2.13048 -3.07152 -5.77818
H 1.74041 -1.08622 -8.06706
H 3.23921 -2.00862 -7.81524
H 2.14702 -0.27795 -5.89396
H -0.42674 -1.89867 -1.10499
H -2.59043 -2.55845 -0.58374
H -5.02192 -2.15692 -0.55890
H -5.94128 -0.07256 -1.48514
H -4.05025 2.29036 -3.49831
H -5.63872 1.91030 -2.81671
H -4.45494 2.80382 -1.86224
H -2.00369 1.22928 -2.46265
H 3.43807 0.81320 2.40710
H 3.92966 0.95845 4.82769